No. 1
This record from the Open Molecules 2025 dataset describes a cluster of 14 separate species, C7H41NO13 in total in a non-equilibrium geometry. The level of theory is ωB97M-V/def2-TZVPD.

```
! wB97M-V def2-TZVPD RIJCOSX def2/J DEFGRID3
* xyz 0 1
C 1.3755 2.7548 3.2282
C 1.5522 2.2685 1.7680
C 0.7986 3.2301 0.7668
C 0.3854 2.3960 -0.4334
N -2.9074 0.7874 -1.4448
C -1.5689 1.0720 -1.1846
C -1.0925 2.1721 -0.6002
C -2.0152 3.3679 -0.4457
H 1.6064 3.8118 3.2998
H 2.0227 2.2479 4.0076
H 0.3432 2.4084 3.4359
H 2.5960 2.1520 1.3598
H 1.2247 1.2451 1.5752
H 1.5122 4.0967 0.5775
H -0.0636 3.6523 1.2597
H 0.6061 2.8655 -1.4404
H 1.0992 1.6338 -0.6491
H -3.2357 0.2245 -2.1692
H -3.6110 1.4293 -1.0762
H -0.8474 0.2605 -1.4546
H -1.5650 4.2553 0.0491
H -2.9675 3.1561 0.0838
H -2.3948 3.6858 -1.4899
H -0.1907 -3.9994 0.1423
H 0.2480 -3.0018 1.1498
O 0.5364 -3.8328 0.7596
H -1.2811 0.1909 -3.9336
H 0.1185 -0.3746 -3.9141
O -0.8042 -0.6198 -3.8008
H -3.1598 -1.6089 1.8629
H -3.0767 -0.6338 0.7275
O -3.6507 -1.3606 1.0561
H 1.2357 -1.7699 -1.4839
H 0.4344 -1.5945 -0.1123
O 1.2520 -1.4722 -0.5870
H 2.8263 -1.3832 -2.3269
H 2.9371 -1.9383 -3.8197
O 3.1496 -1.1945 -3.2295
H -1.8251 -0.7899 4.1513
H -3.1237 0.1122 3.6345
O -2.1791 0.0119 3.8225
H 3.7396 -0.9895 0.9704
H 2.2283 -1.1971 0.7100
O 2.9025 -1.2495 1.4239
H -0.2092 -2.9033 -3.2674
H -1.1674 -2.4888 -2.1021
O -0.3826 -2.9970 -2.3500
H 2.7742 -2.4418 3.2206
H 2.4259 -3.6514 2.3621
O 2.2351 -3.3182 3.2702
H -0.2335 -0.8122 1.9763
H -0.9092 0.0217 0.8440
O -0.7703 -0.8618 1.2032
H 0.6065 -2.6561 4.3152
H -0.1551 -2.9325 3.1322
O -0.1713 -2.3044 3.8596
H 2.5498 2.5801 -2.6296
H 1.4137 2.3954 -3.6448
O 1.7369 2.1219 -2.7692
H -1.5130 2.5667 -3.1590
H -0.4092 2.6639 -4.3105
O -1.2258 2.2154 -4.0128
*
```

Calculated values
Relative energy (zero: lowest compared OMol25 entry of this formula, charge and spin) in eV: 4.301

No. 2
This record from the Open Molecules 2025 dataset describes the ion C7H4BrClIO4S with charge -1 in a non-equilibrium geometry. The level of theory is ωB97M-V/def2-TZVPD.

```
! wB97M-V def2-TZVPD RIJCOSX def2/J DEFGRID3
* xyz -1 1
C 0.0332 -0.5450 0.2234
C -1.4018 -0.1505 0.1607
C -0.6605 2.0958 -0.4976
C 1.0917 0.3717 -0.2131
C -1.7034 1.1665 -0.2553
C 0.6737 1.6705 -0.4842
C 2.4268 -0.1789 -0.1967
O -3.1400 2.9081 0.9963
O -3.7878 2.5421 -1.3744
O -4.2674 0.8055 0.2947
O 2.5159 -1.4997 -0.0434
S -3.4005 1.9654 -0.0570
Cl 1.9335 2.7976 -1.0135
Br 3.2299 0.2184 -2.0827
I 3.7371 0.8094 1.3378
H 0.2470 -1.4877 0.5315
H -2.3529 -0.5700 0.3981
H -0.8106 3.1271 -0.9036
H 3.4021 -1.8572 0.2160
*
```

Calculated values
SMILES: O=S(=O)([O-])c1ccc([C@@](O)(Br)I)c(Cl)c1
Energy in eV: -117015.44747

No. 3
This record from the Open Molecules 2025 dataset describes the molecule C7H4BrF5 in a non-equilibrium geometry. The level of theory is ωB97M-V/def2-TZVPD.

```
! wB97M-V def2-TZVPD RIJCOSX def2/J DEFGRID3
* xyz 0 1
C -0.0106 2.9694 0.8404
C -1.0184 2.6853 1.8886
C 0.1818 2.0683 -0.1345
C -1.8687 1.6775 1.6290
C -0.5343 0.8456 -0.4871
C -2.0244 1.0542 0.2571
C 0.4093 -0.4869 -0.3124
F 0.7676 4.0137 1.0265
F -0.8442 3.2963 3.0484
F 1.1305 2.3910 -1.1671
F -2.9086 1.2903 2.3630
F -2.6236 -0.1074 0.3447
Br -3.0163 2.0639 -1.0499
H -0.8862 0.7829 -1.5334
H 1.3651 -0.2596 0.1237
H 0.4654 -1.0857 -1.2404
H -0.0052 -1.2651 0.4270
*
```

Calculated values
SMILES: C[C@@H]1C(F)=C(F)C(F)=C(F)[C@@]1(F)Br
Energy in eV: -90950.79475

No. 4
This record from the Open Molecules 2025 dataset describes the molecule C7H4Cl3NOS in a non-equilibrium geometry. The level of theory is ωB97M-V/def2-TZVPD.

```
! wB97M-V def2-TZVPD RIJCOSX def2/J DEFGRID3
* xyz 0 1
C -1.2546 0.2495 0.0329
C -0.2376 -0.6178 0.0640
C -1.1404 1.5795 -0.1062
C 1.0164 -0.0108 0.0992
C 1.0579 1.3255 -0.0563
C 3.0017 -0.9136 -1.1023
C 2.2065 -0.8207 0.1487
N 0.0408 2.1359 -0.0854
O 2.3321 3.5999 0.0401
S 2.6822 2.1546 -0.0043
Cl 2.1394 -0.9119 -2.5118
Cl 1.8747 -2.5221 0.8779
Cl 3.2815 -0.1116 1.5491
H -2.3624 -0.2227 0.1565
H -0.3236 -1.7453 0.0296
H -1.9679 2.2052 -0.0718
H 3.8065 -1.6776 -1.1046
*
```

Calculated values
Relative energy (zero: lowest compared OMol25 entry of this formula, charge and spin) in eV: 2.028

No. 5
This record from the Open Molecules 2025 dataset describes a structure of composition C7H4Cl5N2O4OsS2. The level of theory is ωB97M-V/def2-TZVPD.

```
! wB97M-V def2-TZVPD RIJCOSX def2/J DEFGRID3
* xyz 1 5
Os 0.1747 0.1497 0.3048
Cl -0.9268 1.8990 -2.2044
C 0.5143 2.5040 -1.4815
C 1.0319 1.7913 -0.3891
C 2.1961 2.2576 0.2428
Cl 2.7694 1.3072 1.5605
C 2.8383 3.4005 -0.1821
Cl 4.2479 3.9574 0.6040
C 2.3039 4.0949 -1.2873
Cl 3.0802 5.4956 -1.8401
C 1.1386 3.6440 -1.9449
Cl 0.5150 4.5040 -3.2829
O 0.4630 -1.3603 2.2100
S -0.9747 -0.9367 2.2010
O -1.8297 -1.3446 3.2363
O -1.3822 -1.2571 0.7521
O -0.8139 0.6191 2.0129
N 0.7975 -3.4706 -2.1339
C 0.9011 -2.7479 -1.0313
N 0.7451 -3.2783 0.1565
S 1.3723 -1.0675 -1.2699
H 0.6386 -4.4667 -2.1048
H 0.8977 -3.0346 -3.0369
H 0.4459 -4.2367 0.2652
H 0.7727 -2.6850 0.9951
*
```

Calculated values
<S²>: 6.048
Energy in eV: -105235.61559

No. 6
This record from the Open Molecules 2025 dataset describes a structure of composition C7H4ClO2Te4W. The level of theory is ωB97M-V/def2-TZVPD.

```
! wB97M-V def2-TZVPD RIJCOSX def2/J DEFGRID3
* xyz 1 3
W 1.3139 1.7868 0.2316
Te 1.1919 4.4019 0.8313
Te -2.5989 2.3508 1.3609
Te -1.0311 2.1141 3.3847
Te -0.8071 3.3687 -0.5956
Cl -1.6543 -3.6336 0.5466
C -0.8211 -2.1917 0.1090
C -1.3757 -1.4510 -1.0261
C -0.8148 -0.3158 -1.4564
C 0.4013 0.1627 -0.8173
O 1.3177 0.3732 1.4327
C 0.9417 -0.5875 0.3735
C 1.8031 -0.3435 -0.8886
O 2.6199 0.7954 -0.6961
C 0.2459 -1.7887 0.8137
H -2.2652 -1.8498 -1.4944
H -1.2460 0.2424 -2.2767
H 2.1899 -1.1242 -1.5290
H 0.5889 -2.3102 1.6960
*
```

Calculated values
<S²>: 2.031
Relative energy (zero: lowest compared OMol25 entry of this formula, charge and spin) in eV: 2.095